[1]
Density functional theory data (wB97M-V/def2-TZVPD) for a molecular structure, C12H10N2O2 at a distorted geometry.

Properties
* E_HOMO: -0.29045 Ha
* LUMO: -0.32 eV
* gap between HOMO and LUMO: 7.58 eV
* relative energy (zero: lowest compared OMol25 entry of this formula, charge and spin): 128.6 kJ/mol
* spin multiplicity: 1

Positions of all 26 atoms, in Å:
O1 2.951 3.311 -2.851
O2 0.391 2.184 -4.309
C1 2.290 2.312 -2.683
C2 1.187 1.638 -3.508
C3 2.009 1.505 -1.583
C4 0.935 0.896 -2.298
C5 1.391 0.186 1.710
C6 0.381 -0.594 2.359
C7 1.290 0.363 0.391
C8 0.239 -0.215 -0.375
C9 -0.823 -0.979 1.760
C10 -0.888 -0.758 0.387
N1 2.223 1.301 -0.196
N2 -0.006 0.084 -1.696
C11 -1.966 -1.607 2.568
C12 -2.040 -1.433 -0.394
H1 2.071 0.752 2.371
H2 0.518 -0.568 3.477
H3 2.306 2.190 0.367
H4 -0.661 -0.432 -2.242
H5 -2.030 -1.112 3.573
H6 -1.692 -2.629 2.710
H7 -2.993 -1.641 2.160
H8 -2.864 -0.723 -0.360
H9 -1.860 -1.649 -1.435
H10 -2.358 -2.384 0.096

In the Mulliken picture, each atom carries the following charge in e:
1 O -0.6325
2 O -0.5841
3 C 0.3152
4 C 0.2419
5 C -0.1671
6 C 0.5136
7 C -0.7342
8 C -0.4317
9 C 0.4312
10 C -0.1809
11 C 0.7314
12 C 0.9997
13 N -0.3375
14 N -0.0854
15 C -1.6680
16 C -1.7149
17 H 0.3430
18 H 0.2517
19 H 0.3092
20 H 0.1522
21 H 0.3898
22 H 0.3780
23 H 0.3746
24 H 0.3632
25 H 0.3606
26 H 0.3811

***

[2]
Density functional theory data (wB97M-V/def2-TZVPD) for a molecular structure, C12H10N2O5Ti at a distorted geometry.

Properties
* E_HOMO (alpha / beta): -0.66970 / -0.66955 Ha
* LUMO (alpha / beta): -15.76 / -15.52 eV
* gap between HOMO and LUMO (alpha / beta): 2.47 / 2.70 eV
* charge: +3
* ⟨S²⟩: 0.75
* spin multiplicity: 2

Positions of all 30 atoms, in Å:
Ti1 1.527 0.075 -1.148
O1 -0.397 -1.497 -3.356
C1 0.216 -0.951 -2.535
C2 2.597 1.104 0.401
O2 3.248 1.675 1.175
C3 0.978 1.973 -2.003
O3 0.771 2.974 -2.550
C4 2.333 -1.841 -0.622
O4 2.820 -2.876 -0.433
C5 2.661 -0.193 -3.007
H1 2.885 -1.237 -3.264
H2 2.285 0.392 -3.859
C6 3.469 0.467 -2.004
H3 3.677 1.543 -2.103
H4 4.269 -0.098 -1.503
N1 -4.640 0.038 2.745
C7 -3.353 -0.236 3.121
O5 -3.063 -0.510 4.282
C8 -2.297 -0.155 2.063
C9 -2.487 0.305 0.752
C10 -1.402 0.349 -0.127
N2 -0.159 -0.033 0.267
C11 0.050 -0.467 1.534
C12 -1.002 -0.532 2.439
H5 -5.351 -0.106 3.447
H6 -4.928 0.108 1.782
H7 -3.459 0.644 0.390
H8 -1.516 0.693 -1.161
H9 1.064 -0.743 1.825
H10 -0.797 -0.865 3.454

In the Mulliken picture, each atom carries the following charge in e:
1 Ti -0.1978
2 O -0.0619
3 C 0.4795
4 C 0.5252
5 O -0.0554
6 C 0.5140
7 O -0.0237
8 C 0.5249
9 O -0.0189
10 C -0.5481
11 H 0.4436
12 H 0.4351
13 C -0.5713
14 H 0.4613
15 H 0.4423
16 N -0.3043
17 C 0.2722
18 O -0.5292
19 C 1.0200
20 C -0.8397
21 C -0.2663
22 N -0.0155
23 C -0.0125
24 C -0.7635
25 H 0.2813
26 H 0.1505
27 H 0.3409
28 H 0.3868
29 H 0.4187
30 H 0.5119

***

[3]
Density functional theory data (wB97M-V/def2-TZVPD) for a molecular structure, C12H10N3OSbSe4Sr.

Properties
* E_HOMO: -0.01953 Ha
* LUMO: 4.01 eV
* gap between HOMO and LUMO: 4.54 eV
* charge: -2
* relative energy (zero: lowest compared OMol25 entry of this formula, charge and spin): 0.0 kJ/mol
* spin multiplicity: 1

Positions of all 32 atoms, in Å:
Sr1 1.210 0.598 -1.246
O1 -0.732 -0.687 -0.793
C1 -1.637 -0.796 0.110
N1 -1.690 -1.567 1.138
C2 -0.547 -2.429 1.409
C3 0.831 -1.939 1.009
C4 1.574 -2.568 0.012
C5 2.819 -2.067 -0.329
C6 3.306 -0.955 0.347
C7 2.514 -0.408 1.349
N2 1.301 -0.880 1.675
C8 -2.788 0.170 -0.038
C9 -4.112 -0.256 -0.092
C10 -5.110 0.686 -0.261
C11 -4.759 2.025 -0.358
C12 -3.413 2.353 -0.293
N3 -2.443 1.454 -0.151
H1 -0.717 -3.417 0.962
H2 -0.520 -2.572 2.492
H3 1.151 -3.414 -0.516
H4 3.395 -2.510 -1.132
H5 4.256 -0.482 0.126
H6 2.880 0.466 1.881
H7 -4.329 -1.309 0.016
H8 -6.149 0.384 -0.312
H9 -5.505 2.798 -0.484
H10 -3.093 3.387 -0.365
Se1 5.138 2.156 1.359
Sb1 5.571 2.962 -0.940
Se2 3.002 0.694 -3.492
Se3 3.032 2.692 -2.178
Se4 5.564 5.427 -0.906

In the Mulliken picture, each atom carries the following charge in e:
1 Sr 1.5566
2 O -0.9229
3 C 0.4609
4 N -0.6271
5 C -0.9134
6 C 0.7597
7 C -0.1464
8 C -0.5343
9 C -0.2673
10 C -0.3403
11 N -0.4215
12 C 0.3873
13 C -0.5969
14 C -0.3694
15 C -0.4484
16 C -0.2533
17 N -0.2709
18 H 0.3540
19 H 0.3271
20 H 0.3028
21 H 0.3320
22 H 0.3372
23 H 0.1614
24 H 0.4108
25 H 0.3748
26 H 0.3540
27 H 0.3872
28 Se -0.7699
29 Sb 0.2393
30 Se -0.7661
31 Se -0.3014
32 Se -0.7957

***

[4]
Density functional theory data (wB97M-V/def2-TZVPD) for a molecular structure, C12H11BF3IrN5S.

Properties
* E_HOMO (alpha / beta): -0.38314 / -0.44616 Ha
* LUMO (alpha / beta): -2.79 / -6.76 eV
* gap between HOMO and LUMO (alpha / beta): 7.63 / 5.38 eV
* charge: +1
* ⟨S²⟩: 6.02
* spin multiplicity: 5

Positions of all 34 atoms, in Å:
Ir1 0.217 -0.151 -0.006
B1 3.023 2.220 0.001
N1 3.377 0.808 0.002
C1 4.670 0.322 0.005
C2 4.615 -1.033 0.006
C3 3.233 -1.334 0.003
N2 2.505 -0.234 0.001
N3 1.631 2.708 -0.003
C4 1.318 4.039 -0.004
C5 -0.038 4.178 -0.007
C6 -0.520 2.861 -0.008
N4 0.473 1.984 -0.006
H1 3.731 2.842 -0.849
H2 3.726 2.842 0.853
H3 5.499 1.010 0.007
H4 5.436 -1.727 0.008
H5 2.742 -2.295 0.002
H6 2.111 4.768 -0.002
H7 -0.610 5.088 -0.008
H8 -1.536 2.504 -0.011
F1 -2.223 -4.666 1.069
C7 -2.908 -4.261 -0.007
F2 -2.232 -4.659 -1.092
F3 -4.081 -4.902 -0.004
C8 -3.100 -2.763 -0.001
C9 -4.373 -2.218 0.006
C10 -4.542 -0.840 0.011
C11 -3.412 -0.048 0.010
N5 -2.181 -0.567 0.003
C12 -2.014 -1.894 -0.003
S1 -0.297 -2.336 -0.011
H9 -5.230 -2.877 0.007
H10 -5.528 -0.400 0.017
H11 -3.479 1.032 0.014

In the Mulliken picture, each atom carries the following charge in e:
1 Ir 0.9264
2 B -0.0874
3 N 0.4128
4 C -0.3438
5 C -0.8669
6 C 0.1459
7 N -0.5147
8 N 0.2389
9 C -0.2877
10 C -0.8995
11 C 0.3191
12 N -0.5170
13 H 0.1516
14 H 0.1513
15 H 0.4375
16 H 0.4282
17 H 0.4482
18 H 0.4462
19 H 0.4215
20 H 0.2556
21 F -0.2140
22 C 0.6919
23 F -0.2139
24 F -0.2832
25 C -0.0513
26 C -0.1495
27 C -0.8933
28 C -0.1059
29 N -0.3906
30 C 0.5777
31 S -0.4999
32 H 0.5152
33 H 0.4019
34 H 0.3489

***

[5]
Density functional theory data (wB97M-V/def2-TZVPD) for a molecular structure, C12H11BF4N3ORuS2.

Properties
* E_HOMO (alpha / beta): -0.31525 / -0.33379 Ha
* LUMO (alpha / beta): -0.82 / -2.51 eV
* gap between HOMO and LUMO (alpha / beta): 7.76 / 6.57 eV
* ⟨S²⟩: 0.78
* relative energy (zero: lowest compared OMol25 entry of this formula, charge and spin): 41.1 kJ/mol
* spin multiplicity: 2

Positions of all 35 atoms, in Å:
Ru1 0.984 -0.744 -0.363
S1 1.060 -1.287 1.776
C1 2.521 -0.605 2.362
C2 2.804 -0.756 3.755
N1 3.007 -0.892 4.878
C3 3.354 0.076 1.510
S2 2.960 0.284 -0.145
C4 4.588 0.641 1.966
N2 5.582 1.094 2.322
O1 -0.643 -2.200 -0.465
C5 -1.943 -1.912 0.071
C6 -2.780 -1.093 -0.894
C7 -1.994 0.081 -1.484
C8 -1.450 1.035 -0.460
C9 -2.238 2.108 -0.059
C10 -1.755 3.049 0.826
C11 -0.462 2.900 1.298
C12 0.271 1.810 0.890
N3 -0.204 0.879 0.036
H1 -0.694 -2.451 -1.409
H2 -1.757 -1.360 0.995
H3 -2.433 -2.849 0.336
H4 -3.672 -0.751 -0.362
H5 -3.124 -1.720 -1.720
H6 -2.635 0.645 -2.162
H7 -1.179 -0.296 -2.095
H8 -3.232 2.194 -0.475
H9 -2.368 3.885 1.134
H10 -0.015 3.607 1.982
H11 1.271 1.649 1.258
F1 1.625 -1.255 -4.410
B1 1.258 -1.437 -3.126
F2 0.111 -2.257 -2.998
F3 0.907 -0.152 -2.486
F4 2.273 -1.921 -2.281

In the Mulliken picture, each atom carries the following charge in e:
1 Ru 0.5260
2 S -0.2760
3 C 0.6982
4 C -0.1974
5 N -0.4205
6 C 0.6046
7 S -0.1851
8 C -0.1298
9 N -0.4130
10 O -0.5541
11 C -0.4804
12 C -0.7447
13 C -0.6655
14 C 0.8590
15 C -0.6937
16 C -0.4087
17 C -0.8938
18 C -0.0086
19 N 0.6313
20 H 0.3991
21 H 0.3423
22 H 0.3374
23 H 0.3974
24 H 0.3788
25 H 0.5473
26 H -0.1214
27 H 0.4486
28 H 0.4299
29 H 0.4517
30 H 0.0971
31 F -0.2734
32 B 0.5538
33 F -0.4548
34 F -0.4551
35 F -0.3265

***

[6]
Density functional theory data (wB97M-V/def2-TZVPD) for a molecular structure, C12H11BaF16N3O4S2Sb.

Properties
* E_HOMO (alpha / beta): -0.33966 / -0.34185 Ha
* LUMO (alpha / beta): -0.50 / -3.32 eV
* gap between HOMO and LUMO (alpha / beta): 8.74 / 5.98 eV
* ⟨S²⟩: 0.79
* relative energy (zero: lowest compared OMol25 entry of this formula, charge and spin): 52.9 kJ/mol
* spin multiplicity: 2

Positions of all 50 atoms, in Å:
Ba1 -0.054 0.979 1.414
C1 2.540 -1.818 0.992
N1 1.780 -2.978 0.619
C2 0.928 -3.514 1.669
C3 1.177 -2.923 -0.678
C4 -0.122 -2.046 -0.828
N2 0.102 -0.632 -0.984
C5 0.307 -0.098 -2.200
C6 0.209 1.315 -2.308
F1 -0.169 2.010 -1.218
C7 0.418 1.995 -3.479
F2 0.285 3.318 -3.501
C8 0.748 1.311 -4.639
C9 0.841 -0.067 -4.582
F3 1.160 -0.751 -5.680
C10 0.616 -0.767 -3.415
F4 0.737 -2.093 -3.451
H1 3.336 -1.633 0.269
H2 2.985 -1.960 1.976
H3 1.937 -0.889 1.036
H4 0.125 -2.839 1.983
H5 1.534 -3.736 2.547
H6 0.476 -4.445 1.325
H7 0.870 -3.932 -0.962
H8 1.920 -2.589 -1.402
H9 -0.721 -2.183 0.075
H10 -0.689 -2.450 -1.668
H11 0.922 1.840 -5.565
F5 1.722 6.136 0.641
C11 2.237 4.917 0.709
F6 3.546 4.997 0.928
F7 2.029 4.285 -0.451
S1 1.473 3.970 2.093
O1 2.051 2.640 1.963
O2 1.722 4.701 3.289
N3 -0.022 3.948 1.568
S2 -1.263 3.697 2.517
O3 -2.400 3.494 1.673
O4 -0.956 2.656 3.480
C12 -1.585 5.247 3.490
F8 -2.853 5.232 3.873
F9 -0.803 5.301 4.552
F10 -1.367 6.301 2.714
F11 -2.318 -0.208 1.930
Sb1 -2.297 -0.920 3.774
F12 -3.351 -1.936 4.953
F13 -2.191 -2.576 2.869
F14 -1.457 -0.178 5.277
F15 -0.374 -0.847 3.233
F16 -3.610 0.412 3.860

In the Mulliken picture, each atom carries the following charge in e:
1 Ba 1.8559
2 C -0.3492
3 N 0.0888
4 C -0.9936
5 C -0.8364
6 C -1.0009
7 N 0.2016
8 C -0.0945
9 C 0.2489
10 F -0.1661
11 C -0.2158
12 F -0.2797
13 C -0.3450
14 C -0.1178
15 F -0.2891
16 C 0.9985
17 F -0.3051
18 H 0.2914
19 H 0.3431
20 H -0.2639
21 H 0.3798
22 H 0.3604
23 H 0.2998
24 H 0.2965
25 H 0.4874
26 H 0.4221
27 H 0.4517
28 H 0.5201
29 F -0.2153
30 C 0.6544
31 F -0.2037
32 F -0.1968
33 S 1.2866
34 O -0.8112
35 O -0.5913
36 N -0.5594
37 S 1.0805
38 O -0.6715
39 O -0.6906
40 C 0.5289
41 F -0.1896
42 F -0.1703
43 F -0.2050
44 F -0.7177
45 Sb 2.5276
46 F -0.5163
47 F -0.5478
48 F -0.5515
49 F -0.6761
50 F -0.5530

***

[7]
Density functional theory data (wB97M-V/def2-TZVPD) for a molecular structure, C12H11BrIN2O7P2S2SbSe4Ti.

Properties
* E_HOMO: -0.09362 Ha
* LUMO: 3.59 eV
* gap between HOMO and LUMO: 6.13 eV
* charge: -2
* relative energy (zero: lowest compared OMol25 entry of this formula, charge and spin): 92.9 kJ/mol
* spin multiplicity: 1

Positions of all 44 atoms, in Å:
Ti1 -0.250 1.009 1.992
S1 1.824 2.224 1.780
C1 1.727 3.904 1.351
S2 0.228 4.741 1.199
C2 2.907 4.622 1.200
C3 4.192 4.026 1.353
N1 5.256 3.601 1.482
C4 2.896 6.012 0.893
N2 2.901 7.140 0.650
C5 0.067 -3.999 1.279
C6 -0.154 -2.525 1.623
O1 -1.124 -2.350 2.621
P1 -0.428 -1.551 0.086
O2 -1.703 -1.922 -0.686
O3 0.774 -1.938 -0.856
O4 -0.331 -0.066 0.419
P2 1.348 -1.731 2.339
O5 1.657 -2.579 3.657
O6 2.449 -1.804 1.351
O7 0.863 -0.358 2.831
H1 -0.835 -4.403 0.816
H2 0.245 -4.534 2.212
H3 0.916 -4.142 0.613
H4 -1.997 -2.691 2.310
H5 -2.553 -2.124 -0.079
H6 1.610 -1.834 -0.332
H7 0.942 -2.444 4.297
Se1 -4.224 -2.316 4.913
Sb1 -4.543 -1.206 2.815
Se2 -2.420 0.892 2.877
Se3 -1.356 3.194 1.856
Se4 -3.886 -2.943 1.065
Br1 1.404 2.855 -5.328
C7 0.213 1.552 -4.647
C8 -0.099 0.476 -5.466
C9 -0.960 -0.509 -5.010
C10 -1.508 -0.416 -3.740
C11 -1.195 0.663 -2.928
C12 -0.328 1.656 -3.370
I1 0.114 3.212 -2.044
H8 0.340 0.417 -6.452
H9 -1.195 -1.351 -5.649
H10 -2.167 -1.185 -3.360
H11 -1.615 0.727 -1.933

In the Mulliken picture, each atom carries the following charge in e:
1 Ti 0.4385
2 S -0.1748
3 C 0.8184
4 S -0.2856
5 C 0.0617
6 C 0.0121
7 N -0.5689
8 C -0.1121
9 N -0.5748
10 C -1.6596
11 C 0.8573
12 O -0.2969
13 P 0.4249
14 O -0.2152
15 O -0.5399
16 O 0.1416
17 P 0.9631
18 O -0.5903
19 O -0.9166
20 O -0.4721
21 H 0.3531
22 H 0.4196
23 H 0.3503
24 H 0.0905
25 H 0.1498
26 H 0.4077
27 H 0.3567
28 Se -0.6413
29 Sb 0.3120
30 Se -0.2137
31 Se -0.0643
32 Se -0.7771
33 Br -0.2173
34 C 0.2932
35 C -0.4013
36 C -0.5171
37 C -0.6521
38 C -0.4436
39 C -0.1972
40 I 0.3296
41 H 0.3645
42 H 0.3536
43 H 0.4055
44 H 0.6282

***

[8]
Density functional theory data (wB97M-V/def2-TZVPD) for 2 unconnected molecules or ions with the total composition C12H11Cl4N3O2 at a distorted geometry.

Properties
* E_HOMO: -0.28287 Ha
* LUMO: -2.46 eV
* gap between HOMO and LUMO: 5.24 eV
* relative energy (zero: lowest compared OMol25 entry of this formula, charge and spin): 24.3 kJ/mol
* spin multiplicity: 1

Positions of all 32 atoms, in Å:
Cl1 0.139 5.605 1.832
C1 1.000 4.131 1.876
C2 0.305 2.928 1.865
Cl2 -1.398 2.883 1.814
C3 0.970 1.645 1.952
O1 0.364 0.579 2.112
C4 2.504 1.666 1.885
O2 3.134 0.615 1.779
C5 3.156 2.971 1.954
Cl3 4.858 2.962 2.000
C6 2.436 4.155 1.926
Cl4 3.262 5.652 1.920
C7 -0.945 -0.713 -3.045
C8 -0.092 0.088 -2.065
N1 -0.332 -0.124 -0.650
C9 -0.867 -1.264 -0.340
N2 -1.426 -2.198 -1.186
C10 -1.141 -2.155 -2.606
C11 -1.712 -3.424 -0.472
C12 -1.576 -3.021 0.992
N3 -0.920 -1.755 0.931
H1 -1.898 -0.176 -3.172
H2 -0.460 -0.752 -4.021
H3 0.957 -0.190 -2.276
H4 -0.192 1.173 -2.209
H5 -1.965 -2.618 -3.145
H6 -0.252 -2.763 -2.845
H7 -2.708 -3.810 -0.705
H8 -0.977 -4.189 -0.758
H9 -2.567 -2.931 1.444
H10 -1.024 -3.809 1.507
H11 -0.637 -1.159 1.704

In the Mulliken picture, each atom carries the following charge in e:
1 Cl -0.1422
2 C 0.2514
3 C 0.2108
4 Cl -0.1315
5 C 0.2525
6 O -0.5831
7 C 0.3045
8 O -0.5455
9 C 0.1868
10 Cl -0.1289
11 C 0.2951
12 Cl -0.1382
13 C -0.5921
14 C -0.7936
15 N -0.3107
16 C 0.1242
17 N 0.0997
18 C -0.5904
19 C -0.6782
20 C -0.5834
21 N 0.0354
22 H 0.2899
23 H 0.3503
24 H 0.2797
25 H 0.3608
26 H 0.3136
27 H 0.3365
28 H 0.3030
29 H 0.3150
30 H 0.3055
31 H 0.3317
32 H 0.2711

***

no.,E (Eh)
1,-723.1712
2,-1797.2133
3,-10579.6886
4,-1564.3227
5,-2019.2052
6,-3589.2076
7,-16146.8540
8,-2619.3382